The following is a DFT calculation (wB97M-V/def2-TZVPD) of a 2-piece molecular cluster, C5H15N2O overall.

```
23
C5H15N2O | the Open Molecules 2025 dataset | wB97M-V/def2-TZVPD
C -2.029 0.261 1.217
C -0.706 0.728 1.903
C 0.351 1.175 0.898
C 1.089 0.304 0.191
N 1.929 0.620 -0.851
C 3.073 -0.222 -1.148
N -1.993 0.359 -0.272
H -2.196 -0.761 1.482
H -2.897 0.804 1.589
H -0.913 1.599 2.503
H -0.323 -0.124 2.444
H 0.641 2.214 0.849
H 1.045 -0.775 0.301
H 2.136 1.599 -0.986
H 4.010 0.323 -1.103
H 3.182 -1.054 -0.456
H 3.045 -0.629 -2.163
H -2.913 0.242 -0.689
H -1.406 -0.417 -0.615
H -1.533 1.231 -0.547
H -1.585 -2.500 -2.213
H -0.757 -2.840 -0.946
O -1.249 -2.135 -1.385
```

## Properties
Total energy: -10449.19293 eV
HOMO level: -11.5231 eV
Energy relative to the best compared isomer or geometry (same formula, charge and spin): 132.0 kJ/mol
Total charge: +1

Atomic partial charges in e from the natural (NBO) method, atoms 1 to 2: number 1, C, carries -0.23; number 2, C, carries -0.44



The following is a DFT calculation (wB97M-V/def2-TZVPD) of a 2-piece molecular cluster, C5H15N2O overall.

```
23
C5H15N2O | the Open Molecules 2025 dataset | wB97M-V/def2-TZVPD
C 1.213 -1.581 1.147
C 0.067 -0.864 1.941
C -0.496 0.365 1.245
C -1.414 0.072 0.022
N -1.039 -0.995 -0.890
C -0.072 -0.805 -1.742
N 0.588 0.327 -1.948
H 2.054 -2.005 1.726
H 0.759 -2.336 0.497
H 1.873 -0.818 0.674
H -0.710 -1.567 2.212
H 0.481 -0.642 2.920
H 0.259 1.135 1.032
H -1.099 0.958 1.939
H -2.313 -0.325 0.557
H -1.768 0.961 -0.494
H -1.392 -1.926 -0.732
H 0.252 -1.633 -2.364
H 0.584 1.143 -1.324
H 0.775 0.564 -2.913
H 0.901 3.428 -0.488
H -0.011 3.578 -1.777
O 0.510 2.967 -1.244
```

## Properties
Total energy: -10449.68829 eV
HOMO level: -14.5462 eV
Energy relative to the best compared isomer or geometry (same formula, charge and spin): 84.2 kJ/mol
Total charge: +1

Atomic partial charges in e from the natural (NBO) method, atoms 1 to 2: number 1, C, carries -0.64; number 2, C, carries -0.43



The following is a DFT calculation (wB97M-V/def2-TZVPD) of a 2-piece molecular cluster, C5H15N2O overall.

```
23
C5H15N2O | the Open Molecules 2025 dataset | wB97M-V/def2-TZVPD
C -1.532 -0.430 0.489
N -0.104 -0.925 0.543
C 0.973 -0.097 -0.099
C 2.261 -0.455 0.600
C 3.483 0.252 0.013
O 3.277 0.335 -1.399
C -1.637 0.107 -0.804
N -4.420 0.554 0.431
H -1.606 0.282 1.310
H -2.152 -1.280 0.722
H -0.108 -1.903 0.245
H 0.631 0.923 0.116
H 1.013 -0.216 -1.178
H 2.442 -1.526 0.537
H 2.150 -0.221 1.660
H 3.602 1.244 0.455
H 4.357 -0.369 0.182
H 4.051 0.763 -1.785
H -1.589 -0.497 -1.710
H -1.773 1.163 -1.002
H -3.687 0.403 -0.243
H -4.309 1.426 0.923
H -5.324 0.469 -0.007
```

## Properties
Total energy: -10445.55883 eV
HOMO level: -13.6178 eV
Energy relative to the best compared isomer or geometry (same formula, charge and spin): 482.6 kJ/mol
Total charge: +1

Atomic partial charges in e from the natural (NBO) method, atoms 1 to 2: number 1, C, carries -0.40; number 2, N, carries -0.41



The following is a DFT calculation (wB97M-V/def2-TZVPD) of an isolated ion of composition C5H15N2O and charge +1.

```
23
C5H15N2O | the Open Molecules 2025 dataset | wB97M-V/def2-TZVPD
C 1.420 0.635 0.903
N 0.116 0.233 0.254
C -1.041 0.757 0.913
C -1.786 -0.404 1.671
N -2.538 -1.482 1.053
C 0.113 0.267 -1.131
C 1.390 -0.310 -1.780
O 2.596 0.484 -2.036
H 1.947 1.288 0.383
H 1.197 1.065 1.957
H 1.940 -0.257 1.244
H -1.782 1.325 0.363
H -0.600 1.536 1.643
H -0.958 -0.872 2.285
H -2.402 0.299 2.427
H -1.949 -2.166 0.609
H -3.199 -1.020 0.334
H -3.113 -2.228 1.778
H -0.056 1.195 -1.707
H -0.541 -0.483 -1.546
H 1.825 -1.264 -1.222
H 1.153 -0.640 -2.886
H 2.158 1.426 -1.980
```

## Properties
SMILES: CN(CC[NH3+])CCO
Total energy: -10445.63585 eV
HOMO level: -12.4804 eV
Energy relative to the best compared isomer or geometry (same formula, charge and spin): 475.2 kJ/mol
Total charge: +1

Atomic partial charges in e from the natural (NBO) method, atoms 1 to 2: number 1, C, carries -0.40; number 2, N, carries -0.49



The following is a DFT calculation (wB97M-V/def2-TZVPD) of a 2-piece molecular cluster, C5H15N2O overall.

```
23
C5H15N2O | the Open Molecules 2025 dataset | wB97M-V/def2-TZVPD
C -0.763 -0.742 -2.141
C -1.580 0.003 -1.077
C -1.145 -0.175 0.449
C 0.278 -0.434 0.573
C 0.826 -1.565 1.201
N 2.038 -1.798 1.665
N 1.190 0.651 0.148
H -1.157 -0.452 -3.108
H -0.761 -1.810 -1.953
H 0.269 -0.376 -2.180
H -1.555 1.059 -1.312
H -2.606 -0.335 -1.094
H -1.696 -1.015 0.852
H -1.413 0.759 0.954
H 0.068 -2.257 1.537
H 2.129 -2.645 2.222
H 2.874 -1.469 1.189
H 0.690 1.583 0.082
H 1.904 0.826 0.866
H 1.703 0.482 -0.737
H -0.169 3.322 1.365
H -0.673 3.538 -0.071
O -0.450 2.848 0.570
```

## Properties
Total energy: -10437.48794 eV
HOMO level (spin up / spin down): -18.5804 / -19.3848 eV
2S+1: 2
<S²>: 0.761
Energy relative to the best compared isomer or geometry (same formula, charge and spin): 104.3 kJ/mol
Total charge: +2

Atomic partial charges in e from the natural (NBO) method, atoms 1 to 2: number 1, C, carries -0.61; number 2, C, carries -0.36



The following is a DFT calculation (wB97M-V/def2-TZVPD) of a 2-piece molecular cluster, C5H15N2O overall.

```
23
C5H15N2O | the Open Molecules 2025 dataset | wB97M-V/def2-TZVPD
C -0.810 0.560 -2.762
C -0.635 0.647 -1.179
C -1.323 -0.549 -0.655
C -1.009 -1.064 0.750
C 1.136 -2.087 1.586
N 0.449 -1.176 0.897
N 0.795 0.920 -0.950
H -0.771 1.533 -3.184
H -1.883 0.146 -2.764
H -0.181 -0.078 -3.342
H -1.367 1.425 -0.778
H -2.355 -0.357 -0.650
H -1.325 -1.346 -1.410
H -1.300 -0.385 1.440
H -1.614 -1.876 1.078
H 2.152 -2.188 1.145
H 0.722 -3.004 1.942
H 1.024 0.579 0.060
H 0.949 2.026 -0.923
H 1.382 0.441 -1.550
H 2.058 2.630 4.093
H 2.322 1.293 3.631
O 1.586 1.914 3.523
```

## Properties
Total energy: -10433.37828 eV
HOMO level (spin up / spin down): -17.3162 / -17.3136 eV
2S+1: 2
<S²>: 0.767
Energy relative to the best compared isomer or geometry (same formula, charge and spin): 500.8 kJ/mol
Total charge: +2

Atomic partial charges in e from the natural (NBO) method, atoms 1 to 2: number 1, C, carries -0.61; number 2, C, carries -0.10



The following is a DFT calculation (wB97M-V/def2-TZVPD) of a 2-piece molecular cluster, C5H15N2S overall.

```
23
C5H15N2S | the Open Molecules 2025 dataset | wB97M-V/def2-TZVPD
C 1.503 2.925 0.733
C 0.533 1.755 0.826
C 0.388 1.252 2.257
S -0.919 -0.009 2.440
H 1.618 3.213 -0.311
H 2.478 2.686 1.164
H 1.129 3.789 1.283
H -0.436 2.017 0.399
H 0.888 0.945 0.189
H 0.184 2.058 2.955
H 1.344 0.796 2.513
H -0.149 -0.994 2.923
C -0.282 -0.979 -1.775
C -0.140 -1.915 -2.797
N 0.012 -1.573 -4.164
N -0.294 -1.488 -0.435
H -0.504 0.075 -1.862
H -0.075 -2.971 -2.565
H -0.474 -2.190 -4.794
H -0.159 -0.604 -4.376
H -0.716 -0.807 0.204
H 0.645 -1.716 -0.034
H -0.844 -2.377 -0.340
```

## Properties
Total energy: -19239.48403 eV
HOMO level (spin up / spin down): -2.9496 / -6.9498 eV
2S+1: 2
<S²>: 0.755
Energy relative to the best compared isomer or geometry (same formula, charge and spin): 257.9 kJ/mol

Atomic partial charges in e from the natural (NBO) method, atoms 1 to 2: number 1, C, carries -0.60; number 2, C, carries -0.42



The following is a DFT calculation (wB97M-V/def2-TZVPD) of the molecule C5H15N2S.

```
23
C5H15N2S | the Open Molecules 2025 dataset | wB97M-V/def2-TZVPD
C 0.935 1.092 -0.468
N 1.068 -0.244 -0.935
C 1.784 -1.197 -0.075
C 1.128 -1.504 1.281
S 2.363 -2.019 2.534
C -0.570 1.365 -0.022
N -1.459 0.510 -0.917
C -2.926 0.787 -0.700
H 1.490 1.234 0.469
H 1.238 1.848 -1.199
H 1.403 -0.487 -1.854
H 1.926 -2.091 -0.691
H 2.817 -0.837 0.076
H 0.686 -0.608 1.717
H 0.370 -2.254 1.042
H 1.722 -1.464 3.598
H -0.749 0.912 0.952
H -0.863 2.410 -0.060
H -1.224 0.720 -1.912
H -1.314 -0.490 -0.707
H -3.253 1.480 -1.490
H -3.478 -0.113 -0.994
H -3.094 0.952 0.353
```

## Properties
Total energy: -19239.37658 eV
HOMO level (spin up / spin down): -3.1387 / -9.2142 eV
2S+1: 2
<S²>: 0.751
Energy relative to the best compared isomer or geometry (same formula, charge and spin): 268.3 kJ/mol

Atomic partial charges in e from the natural (NBO) method, atoms 1 to 2: number 1, C, carries -0.25; number 2, N, carries -0.68